Molecular formula: C21H28InN5O3S
Method: DFT, ωB97M-V with the def2-TZVPD basis set

- highest occupied orbital energy (eV) = -14.0
- E (eV) = -51822.0770
- Kohn-Sham gap (eV) = 8.0
- E_LUMO (eV) = -6.05
- relative energy (zero: lowest compared OMol25 entry of this formula, charge and spin) (kcal per mole) = 4.2
- total charge = +2

Each line ends with the Mulliken charge.
Geometry (Å):
1 In 1.21 0.10 -0.02  1.554
2 N 1.37 1.14 1.84  -0.331
3 C 0.49 0.61 2.94  -0.966
4 C -0.96 1.06 2.76  -0.114
5 C -1.26 2.53 3.06  -0.952
6 C -0.86 3.54 1.99  -0.468
7 N 0.60 3.79 2.01  -0.641
8 H 2.35 0.96 2.08  0.399
9 H 1.24 2.19 1.80  0.271
10 H 0.88 0.95 3.90  0.547
11 H 0.54 -0.48 2.94  0.436
12 H -1.55 0.45 3.44  0.433
13 H -1.31 0.80 1.75  0.037
14 H -0.78 2.80 4.00  0.340
15 H -2.33 2.64 3.24  0.400
16 H -1.43 4.46 2.13  0.452
17 H -1.11 3.16 1.00  0.156
18 H 0.87 4.18 2.91  0.234
19 H 0.84 4.50 1.33  0.234
20 O 0.77 -3.41 -2.06  -0.738
21 S 0.39 -2.65 -0.92  1.406
22 O 1.41 -2.45 0.13  -0.907
23 N 0.10 -1.10 -1.25  -0.191
24 C -0.83 -0.51 -2.10  0.708
25 C -1.79 -1.15 -2.84  -0.552
26 C -2.62 -0.40 -3.71  -1.005
27 C -2.50 0.94 -3.84  -0.949
28 C -1.52 1.63 -3.08  0.941
29 C -1.30 3.02 -3.18  -0.499
30 C -0.31 3.62 -2.44  -1.013
31 C 0.44 2.84 -1.56  -0.160
32 N 0.25 1.54 -1.43  -0.233
33 C -0.69 0.90 -2.20  0.078
34 C -1.05 -3.34 -0.21  0.088
35 C -1.81 -2.61 0.70  -0.019
36 C -2.92 -3.19 1.27  -0.699
37 C -3.27 -4.50 0.93  -0.467
38 C -2.51 -5.22 0.03  -0.703
39 C -1.39 -4.64 -0.56  -0.270
40 H -1.89 -2.22 -2.79  0.514
41 H -3.36 -0.94 -4.29  0.428
42 H -3.12 1.50 -4.52  0.450
43 H -1.91 3.61 -3.86  0.490
44 H -0.11 4.68 -2.52  0.437
45 H 1.21 3.29 -0.94  0.605
46 H -1.54 -1.59 0.96  0.293
47 H -3.53 -2.64 1.98  0.443
48 H -4.15 -4.95 1.38  0.420
49 H -2.79 -6.23 -0.23  0.426
50 H -0.80 -5.18 -1.28  0.506
51 C 5.70 -0.14 0.15  -1.253
52 C 4.37 -0.77 -0.11  0.790
53 N 4.30 -2.04 -0.40  -0.169
54 O 3.33 -0.03 -0.02  -0.648
55 H 6.52 -0.76 -0.21  0.412
56 H 5.82 0.00 1.22  0.302
57 H 5.74 0.83 -0.33  0.321
58 H 5.14 -2.59 -0.47  0.221
59 H 3.39 -2.49 -0.50  0.174

***

Molecular formula: C5H4N
Method: DFT, ωB97M-V with the def2-TZVPD basis set

- highest occupied orbital energy (spin up / spin down) (eV) = -15.0 / -14.8
- E (eV) = -6723.6518
- <S²> = 2.03
- Kohn-Sham gap (spin up / spin down) (eV) = 9.8 / 4.4
- E_LUMO (spin up / spin down) (eV) = -5.22 / -10.39
- relative energy (zero: lowest compared OMol25 entry of this formula, charge and spin) (kcal per mole) = 73.1
- total charge = +1
- spin multiplicity = 3

Each line ends with the Mulliken charge.
Geometry (Å):
1 C -1.19 -0.15 0.41  0.507
2 C 2.21 0.18 -2.43  -0.123
3 C -2.51 -0.37 0.50  -0.940
4 C 1.42 0.31 0.20  -0.520
5 C 0.06 -0.07 0.41  0.720
6 N 1.98 0.26 -1.35  -0.005
7 H -3.04 0.27 1.13  0.304
8 H -2.96 -1.12 -0.03  0.335
9 H 1.87 1.24 0.62  0.386
10 H 2.17 -0.55 0.54  0.335

***

Molecular formula: C3H3N2O2
Method: DFT, ωB97M-V with the def2-TZVPD basis set

- highest occupied orbital energy (eV) = -2.9
- E (eV) = -10234.5138
- Kohn-Sham gap (eV) = 7.2
- structure (SMILES) = O=C1CN=C([O-])N1
- E_LUMO (eV) = 4.27
- relative energy (zero: lowest compared OMol25 entry of this formula, charge and spin) (kcal per mole) = 34.9
- total charge = -1

Each line ends with the Mulliken charge.
Geometry (Å):
1 O -1.50 0.09 -1.83  -0.746
2 O 0.05 -1.01 1.94  -0.746
3 N 0.41 0.86 -1.02  -0.736
4 C -0.46 -0.13 -1.25  0.488
5 C 0.27 -0.52 0.79  0.453
6 N -0.45 -1.02 -0.24  -0.158
7 C 0.79 0.83 0.35  -0.391
8 H -1.31 -1.48 0.04  0.264
9 H 1.81 0.80 0.45  0.269
10 H 0.39 1.58 0.77  0.302

***

Molecular formula: C7H12N2
Method: DFT, ωB97M-V with the def2-TZVPD basis set

- highest occupied orbital energy (spin up / spin down) (eV) = -7.4 / -7.4
- E (eV) = -10426.5804
- Kohn-Sham gap (spin up / spin down) (eV) = 7.4 / 7.7
- E_LUMO (spin up / spin down) (eV) = 0.01 / 0.32
- relative energy (zero: lowest compared OMol25 entry of this formula, charge and spin) (kcal per mole) = 159.0

Each line ends with the Mulliken charge.
Geometry (Å):
1 C -4.20 -0.80 1.03  -0.537
2 C 1.00 -0.26 0.04  -0.302
3 C -3.38 -0.43 0.14  -0.144
4 C -0.43 0.02 -0.05  -0.442
5 C 2.00 0.41 -0.62  0.975
6 C 3.34 0.04 -0.14  -1.169
7 C 1.67 1.54 -1.51  -1.198
8 N -1.16 -1.48 1.68  -0.926
9 N -1.23 -0.54 0.83  0.358
10 H -5.22 -0.50 0.99  0.275
11 H -3.78 -1.56 1.77  0.235
12 H 1.25 -1.05 0.69  0.410
13 H -3.26 0.16 -0.83  0.240
14 H -0.74 0.72 -0.75  0.231
15 H 3.80 -0.49 -1.00  0.256
16 H 3.28 -0.72 0.64  0.318
17 H 3.85 0.97 0.18  0.313
18 H 0.74 2.06 -1.31  0.335
19 H 2.55 2.24 -1.85  0.285
20 H 1.43 0.95 -2.53  0.267
21 H -1.50 -1.27 2.61  0.220

***

| no. | M (g mol⁻¹) |
| --- | --- |
| 1 | 545.4 |
| 2 | 78.1 |
| 3 | 99.1 |
| 4 | 124.2 |